# 1
{
  "formula": "C41H52BN5O6PbSe",
  "method": "wB97M-V/def2-TZVPD",
  "charge": 0,
  "energy_ev": -134365.0354,
  "homo_lumo_gap_ev": [5.84, 5.60],
  "elements": ["H", "C", "C", "H", "C", "H", "C", "C", "C", "H", "C", "H", "H", "H", "C", "H", "H", "H", "H", "C", "H", "N", "O", "C", "H", "C", "H", "H", "H", "C", "C", "C", "H", "H", "O", "H", "H", "C", "H", "H", "C", "C", "C", "C", "N", "C", "H", "H", "C", "Pb", "H", "H", "C", "H", "H", "H", "C", "C", "H", "O", "C", "H", "H", "C", "C", "Se", "O", "C", "H", "H", "C", "O", "N", "C", "O", "C", "H", "H", "H", "B", "H", "H", "H", "H", "C", "H", "H", "H", "C", "C", "C", "C", "C", "C", "H", "C", "C", "H", "H", "H", "N", "H", "H", "N", "H", "H", "C"],
  "coordinates": [[3.457239, 1.165242, -1.221473], [-0.423881, -0.034321, 5.746500], [0.205179, 0.463161, -3.317672], [-2.159900, 1.230421, 4.138832], [4.282047, -1.381822, 4.350430], [3.297389, -0.204045, -5.657592], [-1.018163, -2.009570, 4.317153], [-0.719559, -0.809580, -5.302126], [-2.783319, -2.840988, 0.354841], [5.212587, -1.927098, 4.517202], [-4.978772, 1.696793, 0.104726], [-2.432089, -0.042354, 2.939697], [1.485671, -0.661269, -4.554989], [-1.023580, 1.897967, -5.383461], [0.335670, -0.126161, 3.382006], [-2.361186, 0.018638, -2.392986], [-1.927639, -2.256658, 4.866280], [-2.935393, -0.282718, 4.618046], [3.726996, -2.189561, -2.492099], [1.458260, 1.129761, 1.572884], [-1.204545, -0.315229, 6.455996], [-4.146192, 2.743343, 0.139100], [0.263506, -1.023037, -0.330934], [3.529803, -2.966558, 2.535026], [4.842197, -2.254494, -3.869211], [3.862164, -1.504533, 2.876546], [4.054621, 1.268100, -5.046399], [-3.434095, -1.994180, 0.519497], [5.914351, -1.666950, 2.240008], [-0.916481, -1.166820, 0.018410], [-1.712277, 1.379333, -4.712382], [-2.168300, 0.156068, 3.977102], [-0.290118, -1.755794, -4.965571], [-6.956848, 4.270155, 0.248644], [-1.752667, -0.272208, 0.332072], [4.448412, -0.335656, 4.613435], [-4.576715, 0.695502, 0.052184], [-2.036897, -0.616652, -3.213661], [3.092148, -2.250456, -4.138551], [-1.575954, -1.514505, -2.799015], [1.380570, 1.496439, -1.394779], [2.576383, 0.980105, -1.818696], [-6.189934, 3.514764, 0.205704], [1.427542, -0.034305, -3.677448], [-2.867600, -6.560608, 0.359722], [-1.133302, 6.944310, 0.247712], [4.423532, -3.584111, 2.640131], [-0.484582, 7.802042, 0.242893], [5.148443, 0.164154, -2.760950], [-1.735467, 2.380568, 0.395475], [3.529363, -1.786881, 5.027043], [5.194246, 1.253927, -2.721983], [-3.255054, -4.137005, 0.450952], [-0.403936, -5.816700, -0.279750], [0.209997, 5.166666, 0.309912], [3.369840, 0.475648, 0.949553], [3.892610, -1.849339, -3.516179], [2.570744, 0.337053, 1.663271], [3.174717, -3.037085, 1.504880], [-3.992280, -6.726756, 0.793985], [0.356878, 1.044639, 2.517889], [5.297815, -0.013812, 2.194662], [-2.591225, 1.081765, -5.286995], [-1.047905, -4.968246, -0.098698], [5.040563, -1.057832, 2.006877], [1.258665, 2.487092, 0.238200], [-2.120927, -7.463096, 0.024808], [-0.773926, 5.603538, 0.282388], [-4.920431, 5.874461, -0.758170], [-4.286290, -4.353058, 0.688167], [3.932509, -0.312902, -3.559660], [-0.875078, 2.025500, -1.876429], [-1.865703, 4.827399, 0.280854], [-2.375539, -5.188499, 0.234892], [-0.475120, 1.983722, 2.596418], [-0.816629, -0.483087, 4.329492], [2.753202, -3.369402, 3.185849], [-0.192736, -2.548172, 4.784994], [-0.039126, -0.341809, -6.017015], [-4.467708, 5.351894, 0.231277], [-0.304633, 1.050373, 5.774980], [5.130601, -0.227727, -1.741880], [-2.913441, -0.916964, -3.791212], [-2.019261, 2.060844, -3.929176], [0.155090, 1.363437, -2.165067], [1.521097, -1.700766, 4.133647], [-4.938239, 5.840847, 1.229679], [-1.127628, -2.377522, 3.298777], [-2.516166, 6.917776, 0.224224], [1.481940, -0.877939, 3.432051], [-1.444977, -2.602257, 0.058567], [2.633675, 0.229963, -2.991121], [-0.586222, -3.666916, -0.186865], [-1.044596, 0.119179, -4.129023], [-3.219891, 7.732643, 0.197022], [-6.297345, 2.135400, 0.143353], [4.085597, 0.177670, -5.009572], [6.060380, -0.193672, -3.239413], [0.514921, -0.494027, 6.061115], [-7.193278, 1.540408, 0.131519], [-4.894506, 3.854043, 0.201226], [5.044533, -0.153419, -5.411261], [-1.648473, -1.038737, -5.824786], [-2.933283, 5.646267, 0.244051], [4.819819, -1.185244, 0.944903], [0.444728, -3.454851, -0.436572], [2.628748, -0.653057, 2.641134]],
  "forces_ev_per_angstrom": [[0.05, 0.01, -0.11], [0.03, 0.06, -0.09], [0.00, 0.05, -0.35], [-0.02, 0.01, -0.03], [-0.01, 0.01, -0.03], [0.00, -0.01, -0.01], [0.04, 0.04, 0.03], [-0.01, -0.01, 0.06], [0.14, -0.04, 0.03], [-0.01, -0.03, 0.00], [0.01, 0.02, 0.00], [-0.06, -0.01, -0.12], [0.04, 0.02, 0.05], [-0.03, 0.03, 0.00], [0.01, -0.05, 0.25], [-0.03, -0.01, 0.09], [0.04, -0.01, 0.03], [0.01, 0.00, -0.01], [0.02, -0.05, -0.02], [-0.02, -0.05, -0.21], [0.00, 0.00, 0.00], [-0.03, 0.11, -0.14], [0.15, 0.37, 0.00], [-0.03, 0.09, -0.03], [-0.01, -0.01, -0.03], [0.12, -0.06, -0.06], [0.03, 0.00, -0.03], [-0.01, 0.00, 0.03], [0.00, -0.01, -0.01], [-0.18, -0.37, -0.17], [0.23, -0.10, 0.05], [0.18, 0.03, -0.06], [0.00, 0.00, -0.02], [0.05, 0.04, 0.01], [0.09, 0.26, 0.05], [0.02, 0.00, 0.03], [0.01, 0.00, 0.02], [0.06, 0.06, 0.01], [0.01, -0.01, 0.00], [-0.02, -0.03, 0.05], [0.08, -0.06, 0.25], [-0.28, 0.21, 0.37], [-0.01, -0.11, -0.01], [0.04, 0.00, 0.03], [-0.05, -0.37, 0.00], [0.05, -0.05, 0.01], [-0.01, -0.02, 0.02], [-0.02, 0.02, 0.00], [-0.10, -0.03, -0.03], [-0.63, -0.51, 0.23], [0.00, 0.01, -0.01], [0.04, 0.00, 0.02], [-0.10, -0.24, 0.01], [0.02, 0.02, 0.01], [0.00, -0.03, 0.01], [0.07, 0.00, 0.13], [-0.07, 0.08, 0.04], [-0.29, 0.26, -0.34], [0.02, -0.05, 0.00], [0.12, 0.05, -0.07], [0.00, 0.12, 0.16], [0.02, 0.01, -0.04], [0.01, 0.01, 0.00], [-0.02, -0.26, -0.02], [-0.10, -0.02, 0.02], [0.73, 0.32, -0.04], [-0.08, 0.12, 0.05], [-0.07, 0.07, 0.01], [0.00, 0.04, -0.05], [0.00, 0.02, 0.02], [0.11, 0.01, 0.03], [0.34, -0.34, -0.28], [-0.03, 0.09, -0.06], [0.08, 0.56, -0.05], [0.26, -0.35, 0.16], [-0.06, 0.00, 0.04], [0.01, -0.01, 0.01], [-0.03, 0.01, 0.02], [-0.01, -0.02, -0.02], [-0.18, 0.09, 0.00], [0.01, 0.00, 0.06], [0.04, 0.04, 0.02], [0.00, 0.03, 0.00], [-0.07, 0.11, 0.06], [-0.20, 0.00, -0.08], [0.00, 0.03, -0.02], [-0.01, 0.02, 0.06], [-0.06, -0.05, -0.13], [0.15, 0.01, 0.00], [0.00, -0.04, -0.06], [-0.05, 0.22, 0.08], [-0.06, -0.20, -0.27], [-0.06, 0.00, 0.06], [-0.13, 0.03, 0.07], [-0.08, -0.07, -0.01], [0.03, -0.03, 0.01], [-0.01, 0.00, 0.07], [0.00, -0.01, 0.01], [-0.01, 0.00, 0.03], [-0.01, 0.02, 0.00], [-0.30, -0.16, 0.01], [-0.01, -0.02, -0.01], [0.01, 0.00, -0.02], [0.19, 0.22, -0.04], [0.03, 0.02, -0.01], [-0.01, 0.01, 0.02], [-0.11, -0.17, 0.20]]
}

---

# 2
{
  "formula": "C4H6N3S",
  "method": "wB97M-V/def2-TZVPD",
  "charge": 1,
  "smiles": "C[n+]1cnc[nH]c1=S",
  "energy_ev": -19542.8971,
  "homo_lumo_gap_ev": 8.53,
  "elements": ["C", "H", "C", "S", "C", "N", "H", "H", "H", "N", "N", "C", "H", "H"],
  "coordinates": [[-1.004425, 0.296905, 0.232315], [-0.149224, -0.522663, -2.760395], [1.279403, -0.306933, -0.025293], [-2.521579, 0.417976, -0.187622], [-0.407793, -1.016170, -1.736149], [1.689427, 0.329726, 1.034920], [2.023649, -0.873413, -0.594818], [0.028373, -2.067634, -1.840407], [-1.398964, -1.042201, -1.637421], [-0.472295, 0.988615, 1.524892], [0.004763, -0.325332, -0.485127], [0.802415, 0.956432, 1.775361], [-1.051867, 1.616109, 2.109825], [1.178117, 1.548582, 2.589916]],
  "forces_ev_per_angstrom": [[0.33, 1.84, 2.31], [-0.22, -0.14, 2.25], [-0.37, -0.29, -0.54], [-0.93, 0.28, 0.23], [4.51, -0.86, -2.16], [0.67, -0.59, -0.06], [-0.36, 0.21, 0.00], [-0.51, 1.46, 0.71], [-3.82, -0.60, -0.17], [-0.83, -1.05, -2.14], [1.37, -0.11, 0.04], [0.32, 0.59, -0.12], [-0.16, -0.83, -0.84], [0.01, 0.09, 0.47]]
}

---

# 3
{
  "formula": "C24H26Cl5N3PtSeSi2",
  "method": "wB97M-V/def2-TZVPD",
  "charge": 0,
  "energy_ev": -176742.6370,
  "homo_lumo_gap_ev": 6.71,
  "elements": ["C", "Cl", "H", "H", "H", "H", "H", "H", "Pt", "H", "C", "H", "H", "H", "C", "Si", "Cl", "N", "C", "H", "C", "H", "C", "C", "H", "C", "Cl", "C", "C", "H", "H", "Cl", "C", "Se", "H", "H", "C", "H", "Cl", "C", "C", "C", "C", "H", "C", "C", "H", "N", "H", "Si", "C", "C", "H", "N", "C", "C", "C", "H", "C", "H", "H", "H"],
  "coordinates": [[1.566898, 1.798707, 0.443364], [-6.623334, -1.384172, 0.356317], [3.361816, 2.495841, 1.401415], [0.442611, -3.112289, 6.146128], [4.127249, -0.679667, 3.061452], [0.551453, 1.218889, -3.868751], [2.928596, 0.615556, 2.984380], [0.413856, -4.896492, 4.423992], [-0.135820, -0.004119, 0.324104], [2.261122, 4.575781, 2.232563], [3.191265, -0.367997, 2.589976], [5.844141, -0.061324, 0.939291], [2.602243, -2.639241, -0.069616], [-0.156045, 4.953451, 1.754919], [3.367519, 1.803603, -2.466958], [1.987420, 0.610336, -1.986930], [-4.755491, -2.358062, -1.934237], [0.238832, 2.010879, 0.235032], [2.346516, -1.035745, -2.814150], [0.286324, 2.355465, -2.542698], [3.557469, -2.178453, 0.178910], [5.335059, 0.241112, -0.718438], [-2.769424, -1.046505, -0.623942], [-4.955747, -0.963459, 0.365820], [4.017442, -2.762107, 0.980601], [0.345483, 4.061792, 1.408455], [-5.466690, 0.376162, 2.648255], [2.321093, 2.701499, 1.200378], [-2.190441, -0.279753, 0.391460], [2.417639, -1.066757, 2.911707], [-1.424819, 3.184028, 0.538001], [-2.463641, 1.131628, 2.674992], [0.431131, 1.300866, -2.783912], [-0.110435, -3.487638, 0.300968], [2.400021, -0.863029, -3.892594], [4.200884, -2.269556, -0.696813], [0.021498, -1.098822, 3.443048], [-0.097019, -0.063838, 3.155625], [-1.773095, -1.573400, -1.963398], [0.016105, -2.104698, 2.429653], [-3.077777, 0.145509, 1.375493], [-4.115785, -1.399232, -0.656415], [-4.433254, -0.177311, 1.387700], [1.557797, -1.770037, -2.634581], [1.701329, 3.843964, 1.663412], [5.064955, 0.400871, 0.327247], [4.358717, 1.366377, -2.338955], [0.115321, -4.366059, 1.805220], [3.295060, -1.473844, -2.506438], [3.394586, -0.384318, 0.718375], [0.322349, -2.868169, 5.099031], [1.950112, 0.485612, -0.093674], [0.173612, -0.742221, 5.514048], [-0.116098, -1.891322, 1.125841], [-0.362105, 3.101008, 0.721801], [0.310225, -3.850721, 4.170807], [0.170027, -1.488551, 4.730357], [3.268352, 2.102035, -3.513805], [0.149597, -3.492553, 2.794090], [3.327119, 2.713346, -1.861362], [-0.474136, 0.764859, -2.503506], [5.095460, 1.477139, 0.508989]],
  "forces_ev_per_angstrom": [[0.33, -0.20, 0.00], [-0.01, 0.00, 0.01], [0.00, 0.03, 0.00], [0.00, -0.02, 0.00], [0.01, 0.02, 0.00], [0.01, 0.03, 0.00], [-0.01, 0.00, 0.01], [0.00, 0.01, 0.01], [-0.23, -0.40, 0.32], [0.02, -0.01, 0.00], [0.04, -0.05, -0.04], [-0.01, -0.01, 0.01], [-0.03, -0.01, 0.02], [0.00, 0.00, 0.01], [-0.01, -0.02, -0.01], [0.09, -0.01, -0.01], [-0.01, -0.01, -0.01], [0.22, -0.06, 0.17], [-0.04, 0.01, 0.03], [0.01, 0.01, 0.01], [-0.02, 0.01, 0.00], [0.00, 0.00, 0.01], [-0.06, 0.07, -0.03], [0.01, 0.00, -0.03], [-0.02, 0.01, 0.01], [-0.02, 0.04, -0.05], [0.00, 0.01, 0.01], [-0.23, 0.32, -0.08], [-0.13, 0.20, -0.18], [0.09, 0.03, -0.04], [-0.03, -0.02, 0.05], [-0.05, 0.09, -0.01], [0.04, 0.02, 0.04], [-0.05, 0.15, -0.06], [-0.02, -0.02, 0.00], [0.01, -0.01, 0.00], [-0.02, -0.01, 0.06], [0.05, -0.04, 0.01], [0.02, -0.06, 0.11], [-0.10, -0.02, -0.07], [0.13, 0.01, 0.10], [0.00, 0.03, 0.05], [-0.01, -0.01, -0.01], [-0.01, 0.00, 0.02], [-0.01, -0.03, -0.01], [-0.02, 0.04, -0.02], [0.00, 0.01, 0.00], [-0.04, 0.00, 0.00], [0.01, 0.01, 0.01], [0.02, 0.05, 0.11], [-0.01, -0.01, -0.02], [-0.19, 0.09, -0.04], [0.00, 0.01, -0.01], [0.41, -0.18, -0.23], [-0.11, -0.01, -0.20], [0.02, -0.01, 0.03], [-0.05, 0.02, -0.02], [0.00, -0.01, 0.00], [-0.01, -0.05, -0.04], [-0.01, 0.00, 0.00], [0.02, 0.00, -0.01], [0.02, -0.01, -0.01]]
}

---

# 4
{
  "formula": "C5H11NO",
  "method": "wB97M-V/def2-TZVPD",
  "charge": 0,
  "smiles": "CC[C@@H](C=O)NC",
  "energy_ev": -8900.0495,
  "homo_lumo_gap_ev": 10.13,
  "elements": ["H", "C", "C", "H", "H", "H", "H", "H", "H", "H", "H", "O", "H", "H", "C", "C", "C", "N"],
  "coordinates": [[2.673139, -0.971371, -0.231679], [-0.558048, 1.958018, -1.162088], [0.272944, 0.690707, -0.896048], [-0.225926, 0.889417, 1.195405], [2.593064, 0.484869, 0.772806], [-1.492914, 1.726479, -1.658445], [0.770198, -1.768597, 0.828050], [-0.764103, 2.471054, -0.222317], [1.316599, 0.904265, -1.104949], [0.018117, -0.066152, -1.645164], [-1.475001, -1.321518, 1.335703], [-2.045008, -0.790323, -0.524259], [3.032354, -1.063162, 1.449150], [0.003706, 2.694907, -1.738823], [-1.306137, -0.726634, 0.414273], [2.358549, -0.572925, 0.731188], [-0.021909, 0.082522, 0.473008], [0.976076, -0.812860, 1.092767]],
  "forces_ev_per_angstrom": [[-0.20, 0.16, -0.43], [0.42, 0.07, 0.26], [-0.32, -0.09, -0.72], [0.12, 0.02, -0.08], [-0.02, 0.18, -0.04], [-0.14, 0.07, -0.01], [-0.12, -0.06, 0.09], [-0.22, -0.04, 0.10], [0.23, 0.04, 0.59], [-0.06, 0.05, -0.01], [-0.17, 0.00, -0.02], [-0.27, 0.03, -0.19], [-0.32, 0.11, 0.06], [-0.09, -0.20, -0.27], [0.37, -0.05, 0.45], [0.82, -0.15, 0.59], [0.20, 0.04, 0.05], [-0.23, -0.19, -0.44]]
}

---

# 5
{
  "formula": "C6H8",
  "method": "wB97M-V/def2-TZVPD",
  "charge": 0,
  "energy_ev": -6349.5353,
  "homo_lumo_gap_ev": 10.00,
  "elements": ["H", "H", "H", "H", "C", "H", "C", "H", "H", "H", "C", "C", "C", "C"],
  "coordinates": [[0.656018, -2.190389, 1.089464], [-0.502258, -2.058757, -1.379906], [-0.892116, 0.581290, -1.835059], [0.954505, 1.890056, -0.347511], [-0.432042, 0.237585, -0.906702], [-1.138390, 1.707318, 0.624961], [-0.217807, -1.265280, -0.699092], [1.843196, 0.402173, -0.851492], [-1.843623, 0.063805, 0.872447], [0.846360, 0.395504, 1.899615], [0.929089, 0.795298, -0.395657], [-0.985739, 0.629072, 0.496241], [0.432024, 0.141398, 0.926487], [0.350778, -1.329074, 0.506206]],
  "forces_ev_per_angstrom": [[-0.02, 0.15, -0.12], [0.08, 0.11, 0.10], [0.06, -0.08, 0.13], [-0.03, -0.16, -0.01], [-0.13, 0.04, -0.27], [0.08, -0.16, -0.04], [0.04, -0.07, 0.08], [-0.15, 0.01, 0.09], [0.13, 0.07, -0.06], [0.06, -0.07, -0.05], [0.16, 0.09, -0.08], [-0.19, 0.05, 0.08], [-0.01, 0.05, 0.24], [-0.08, -0.04, -0.09]]
}